(1)
A structure of composition C51H61GaNO2S at a distorted geometry, computed with ωB97M-V/def2-TZVPD.

Positions of all 117 atoms, in Å:
C 5.089 -1.819 0.242
C 4.417 -0.734 -0.838
O 3.929 -1.262 -1.964
N 4.443 0.732 -0.465
C 3.198 1.474 -0.904
C 2.210 1.649 0.393
C 0.701 2.217 0.032
C -0.232 1.171 -0.818
Ga -2.164 0.969 -0.072
S -2.683 2.479 1.611
C -2.567 -0.920 0.671
C -3.794 -1.567 -0.450
C -3.161 -2.686 -1.617
O -4.087 -3.097 -0.321
H 6.029 -1.368 0.791
H 5.392 -2.809 -0.343
H 4.291 -2.112 1.055
H 4.500 0.780 0.593
H 2.647 1.008 -1.826
H 3.559 2.573 -1.200
H 2.167 0.663 1.054
H 2.695 2.475 1.106
H 0.159 2.363 1.085
H 0.711 3.260 -0.529
H -0.351 1.622 -1.917
H 0.281 0.108 -0.987
H -3.198 1.286 -1.281
H -3.491 1.771 2.517
H -1.674 -1.676 0.615
H -3.143 -0.925 1.702
H -4.703 -0.788 -0.825
H -3.753 -2.156 -2.476
H -2.018 -2.610 -1.381
C -1.503 5.770 4.316
C -1.171 5.490 2.991
C -0.074 6.116 2.399
C 0.697 7.016 3.136
C 0.367 7.293 4.462
C -0.736 6.674 5.051
H -2.360 5.284 4.776
H -1.767 4.784 2.419
H 0.181 5.903 1.364
H 1.554 7.500 2.676
H 0.968 7.993 5.037
H -0.996 6.894 6.083
C 7.520 1.418 0.270
C 7.526 2.601 1.008
C 8.600 2.894 1.848
C 9.674 2.008 1.942
C 9.669 0.827 1.200
C 8.591 0.529 0.367
H 6.681 1.188 -0.382
H 6.693 3.295 0.930
H 8.602 3.813 2.428
H 10.513 2.239 2.592
H 10.507 0.137 1.272
H 8.585 -0.394 -0.206
C 5.134 -4.897 -2.309
C 4.779 -4.052 -3.360
C 5.246 -4.307 -4.649
C 6.060 -5.414 -4.890
C 6.411 -6.262 -3.840
C 5.952 -6.001 -2.549
H 4.773 -4.696 -1.304
H 4.139 -3.193 -3.174
H 4.975 -3.644 -5.467
H 6.419 -5.616 -5.895
H 7.044 -7.126 -4.027
H 6.231 -6.659 -1.730
C -0.121 -1.357 4.087
C -0.005 0.030 3.999
C 0.909 0.706 4.807
C 1.715 -0.006 5.696
C 1.601 -1.393 5.781
C 0.681 -2.069 4.980
H -0.836 -1.884 3.461
H -0.628 0.584 3.302
H 0.995 1.788 4.743
H 2.430 0.521 6.321
H 2.230 -1.948 6.473
H 0.589 -3.149 5.051
C -9.181 -0.524 -0.250
C -9.561 -0.338 1.079
C -8.887 -1.011 2.098
C -7.825 -1.862 1.789
C -7.443 -2.044 0.460
C -8.123 -1.379 -0.560
H -9.709 -0.002 -1.044
H -10.384 0.330 1.321
H -9.188 -0.871 3.133
H -7.297 -2.382 2.583
H -6.615 -2.706 0.219
H -7.828 -1.525 -1.595
C 5.210 1.739 -4.811
C 4.810 2.137 -6.087
C 4.313 3.424 -6.292
C 4.224 4.316 -5.223
C 4.627 3.918 -3.948
C 5.115 2.629 -3.741
H 5.594 0.735 -4.651
H 4.886 1.444 -6.921
H 3.996 3.732 -7.285
H 3.841 5.320 -5.384
H 4.559 4.614 -3.116
H 5.424 2.318 -2.747
C -13.183 -4.899 -0.724
C -12.851 -5.179 -2.049
C -11.754 -4.553 -2.641
C -10.983 -3.653 -1.904
C -11.314 -3.376 -0.578
C -12.416 -3.995 0.011
H -14.040 -5.384 -0.264
H -13.447 -5.885 -2.621
H -11.499 -4.766 -3.676
H -10.126 -3.169 -2.364
H -10.712 -2.676 -0.003
H -12.676 -3.775 1.043

The net charge is -1. As for the molar mass: 821.844 g/mol. The calculation puts the HOMO-LUMO gap at 7.32 eV. Its lowest unoccupied orbital energy is 2.1 eV.

(2)
A structure of composition C51H62N2P3S2SbSi3V at a distorted geometry, computed with ωB97M-V/def2-TZVPD.

Positions of all 125 atoms, in Å:
V 0.061 -0.637 -0.157
S 1.836 0.486 1.105
P 0.128 1.438 1.571
C -1.230 0.694 0.779
P -2.068 1.719 -0.367
S -1.329 2.075 -2.164
C -3.700 0.901 -0.579
C -4.374 0.919 -1.795
C -5.631 0.340 -1.907
C -6.226 -0.260 -0.807
C -5.558 -0.284 0.409
C -4.304 0.297 0.520
C -2.636 3.299 0.380
C -3.168 3.277 1.668
C -3.670 4.434 2.241
C -3.634 5.626 1.534
C -3.095 5.656 0.257
C -2.600 4.495 -0.323
C 0.002 1.204 3.383
C 1.135 1.392 4.176
C 1.075 1.157 5.539
C -0.113 0.724 6.119
C -1.237 0.524 5.333
C -1.179 0.768 3.966
C 0.496 3.214 1.395
C 0.247 4.144 2.398
C 0.573 5.476 2.190
C 1.118 5.889 0.984
C 1.369 4.961 -0.015
C 1.068 3.627 0.194
H -3.907 1.385 -2.654
H -6.153 0.359 -2.856
H -7.210 -0.703 -0.895
H -6.013 -0.754 1.273
H -3.775 0.287 1.465
H -3.187 2.346 2.220
H -4.084 4.406 3.242
H -4.020 6.535 1.979
H -3.057 6.588 -0.293
H -2.188 4.508 -1.324
H 2.061 1.707 3.710
H 1.957 1.301 6.151
H -0.160 0.550 7.187
H -2.159 0.178 5.784
H -2.047 0.608 3.337
H -0.190 3.833 3.337
H 0.398 6.196 2.981
H 1.341 6.936 0.823
H 1.795 5.270 -0.962
H 1.281 2.890 -0.570
N -0.592 -3.447 0.367
P -0.264 -2.204 1.535
C -1.504 -2.683 2.803
C -1.314 -3.754 3.675
C -2.325 -4.117 4.552
C -3.528 -3.423 4.561
C -3.728 -2.368 3.681
C -2.720 -2.005 2.802
C 1.247 -2.846 2.317
C 2.049 -3.809 1.716
C 3.201 -4.253 2.352
C 3.564 -3.722 3.579
C 2.785 -2.732 4.167
C 1.632 -2.293 3.539
C -1.330 -3.064 -0.742
C -2.178 -3.951 -1.394
C -2.908 -3.521 -2.487
C -2.771 -2.197 -2.889
C -1.885 -1.386 -2.218
N -1.154 -1.784 -1.153
H -0.837 -4.362 0.721
H -0.379 -4.299 3.671
H -2.172 -4.947 5.230
H -4.309 -3.706 5.255
H -4.670 -1.834 3.684
H -2.861 -1.194 2.096
H 1.770 -4.205 0.748
H 3.816 -5.012 1.883
H 4.460 -4.069 4.080
H 3.075 -2.309 5.120
H 1.025 -1.514 3.992
H -2.278 -4.963 -1.024
H -3.575 -4.200 -2.999
H -3.329 -1.803 -3.726
H -1.736 -0.358 -2.525
C 4.358 1.595 -4.144
Si 3.074 1.963 -2.796
C 1.917 3.281 -3.514
C 4.002 2.525 -1.236
Sb 1.640 -0.167 -2.193
Si 3.633 -1.780 -1.728
C 5.154 -1.694 -2.861
C 2.894 -3.523 -1.945
C 4.341 -1.525 0.004
Si 0.997 -1.030 -4.532
C -0.331 0.081 -5.288
C 2.507 -1.000 -5.679
C 0.397 -2.828 -4.446
H 5.018 2.459 -4.262
H 3.869 1.408 -5.101
H 4.975 0.730 -3.901
H 2.227 4.295 -3.249
H 0.899 3.135 -3.158
H 1.903 3.212 -4.604
H 3.866 3.593 -1.053
H 5.073 2.332 -1.334
H 3.640 1.989 -0.359
H 4.899 -1.771 -3.919
H 5.820 -2.525 -2.616
H 5.708 -0.767 -2.705
H 3.073 -3.879 -2.962
H 1.814 -3.516 -1.779
H 3.342 -4.247 -1.260
H 4.864 -0.566 0.048
H 5.047 -2.316 0.265
H 3.563 -1.498 0.765
H 0.068 1.089 -5.425
H -1.206 0.169 -4.642
H -0.656 -0.292 -6.262
H 2.457 -0.142 -6.353
H 2.561 -1.904 -6.290
H 3.435 -0.924 -5.113
H -0.182 -3.034 -3.544
H 1.250 -3.508 -4.454
H -0.228 -3.067 -5.310

As for the spin multiplicity: 2. As for the molar mass: 1117.089 g/mol. The calculation puts the HOMO-LUMO gap (alpha / beta) at 6.76 / 5.89 eV. Its lowest unoccupied orbital energy (alpha / beta) is 0.3 / 0.4 eV.